C15H19BrCl2N7O4RhS | ωB97M-V/def2-TZVPD

Last column: Mulliken spin population.
Cartesian coordinates (Å):
Rh: 1.37 0.40 1.09  2.693
N: 1.42 0.11 3.74  0.063
N: 0.67 -1.02 4.12  -0.009
C: 0.01 -1.72 3.20  0.009
N: -0.71 -2.76 3.58  0.002
N: 0.18 -1.28 1.94  0.128
N: -0.49 -1.85 0.89  -0.020
O: -1.26 -2.76 1.01  0.007
O: -0.20 -1.31 -0.17  0.058
H: 2.37 0.01 4.09  -0.003
H: 0.99 0.95 4.11  0.000
H: 0.60 -1.26 5.10  0.001
H: -0.75 -3.03 4.55  0.000
H: -1.22 -3.30 2.89  -0.001
Br: 4.51 -1.64 -5.44  0.000
C: 3.17 -0.51 -4.77  -0.002
C: 2.38 0.23 -5.64  0.004
C: 1.39 1.07 -5.15  -0.002
C: 1.18 1.17 -3.79  0.010
C: 1.97 0.42 -2.92  0.020
C: 2.97 -0.42 -3.40  0.004
C: 1.76 0.51 -1.47  -0.037
O: 2.55 -0.03 -0.64  0.196
O: 0.78 1.13 -0.96  0.199
H: 2.55 0.15 -6.71  0.000
H: 0.80 1.65 -5.84  0.000
H: 0.42 1.83 -3.40  0.003
H: 3.58 -1.00 -2.72  0.001
Cl: 3.38 2.06 1.52  0.101
C: 4.62 0.77 1.34  -0.011
Cl: 4.00 -0.78 1.92  0.025
H: 5.48 1.06 1.94  0.003
H: 4.84 0.69 0.28  0.001
C: -2.99 0.29 -2.17  0.001
C: -2.97 0.57 -0.71  -0.005
C: -3.99 0.29 0.17  0.017
C: -3.80 0.57 1.53  -0.009
N: -2.64 1.07 1.99  0.022
C: -1.70 1.36 1.12  -0.026
S: -0.21 2.12 1.65  0.538
N: -1.85 1.13 -0.20  0.018
C: -4.86 0.33 2.54  0.000
H: -3.95 -0.12 -2.47  0.000
H: -2.21 -0.44 -2.41  0.000
H: -2.80 1.20 -2.74  0.000
H: -4.91 -0.13 -0.18  0.001
H: -1.04 1.29 -0.80  -0.003
H: -5.61 -0.37 2.18  0.000
H: -5.36 1.28 2.75  0.000
H: -4.43 -0.02 3.47  0.000

## Properties
⟨S²⟩: 6.013
HOMO energy (spin up / spin down) (eV): -13.5562 / -13.5510
Charge: +2
Kohn-Sham gap (spin up / spin down) (eV): 7.36 / 5.01
Energy relative to the best compared isomer or geometry (same formula, charge and spin) (eV): 0.000
Multiplicity: 5
E_tot (Eh): -5269.71966
LUMO (spin up / spin down) (eV): -6.20 / -8.54